Entry 1:
{"formula": "C5H15NO3", "method": "the ωB97M-V functional and the def2-TZVPD basis", "e_tot_ha": -479.91825, "de_lowest_ev": 2.540, "homo_energy_ev": -7.768, "symbols": ["C", "C", "C", "O", "O", "O", "H", "H", "H", "H", "H", "H", "H", "H", "C", "C", "N", "H", "H", "H", "H", "H", "H", "H"], "coordinates": [[0.409, -1.253, -1.517], [0.532, 1.227, -0.785], [2.035, 1.295, -0.539], [1.193, -0.987, -2.601], [1.159, -1.750, -0.500], [-0.776, -1.522, -1.606], [0.615, -0.802, -3.353], [2.066, -1.426, -0.583], [-1.318, -1.084, 0.229], [0.058, 2.070, -0.264], [0.301, 1.454, -1.827], [2.280, 0.958, 0.471], [2.436, 2.308, -0.648], [2.584, 0.684, -1.256], [-2.359, 0.459, 1.062], [-0.579, -0.834, 2.133], [-1.126, -0.310, 0.879], [-0.206, 0.422, 0.057], [-1.312, -1.435, 2.684], [-3.137, -0.122, 1.570], [-2.137, 1.349, 1.653], [-2.729, 0.756, 0.082], [0.278, -1.460, 1.898], [-0.267, 0.003, 2.759]], "atomic_forces_ev_per_a": [[-0.326, -2.839, -1.224], [-1.009, 0.048, 1.736], [-0.039, 0.106, 0.043], [-0.142, 0.450, 0.700], [-0.330, 0.941, -0.215], [0.933, 0.948, 0.240], [-0.132, 0.047, 0.159], [-0.017, 0.054, -0.043], [0.168, 0.392, 0.341], [0.196, 0.435, 0.021], [-0.205, -0.517, -0.108], [0.100, -0.008, 0.009], [0.020, -0.038, 0.035], [0.090, -0.134, 0.012], [0.256, -0.148, -0.013], [-0.152, 0.090, -0.219], [-0.894, -0.885, 0.563], [1.448, 0.838, -2.201], [0.011, 0.046, 0.032], [0.022, 0.049, 0.022], [-0.079, 0.035, -0.019], [-0.017, 0.100, 0.005], [0.055, 0.042, 0.075], [0.042, -0.051, 0.046]]}

Entry 2:
{"formula": "C19H24N6O2", "method": "the ωB97M-V functional and the def2-TZVPD basis", "e_tot_ha": -1217.42243, "de_lowest_ev": 2.087, "smiles": "CC1CCN(C(=O)CCc2nnc3ccc(NCc4ccco4)nn23)CC1", "homo_energy_ev": -8.371, "symbols": ["C", "C", "C", "C", "N", "C", "O", "C", "C", "C", "N", "N", "C", "C", "C", "C", "N", "C", "C", "C", "C", "C", "O", "N", "N", "C", "C", "H", "H", "H", "H", "H", "H", "H", "H", "H", "H", "H", "H", "H", "H", "H", "H", "H", "H", "H", "H", "H", "H", "H", "H"], "coordinates": [[-4.221, -0.925, -1.941], [-3.736, 0.405, -1.374], [-2.265, 0.632, -1.732], [-1.716, 1.891, -1.060], [-1.894, 1.783, 0.376], [-0.832, 1.427, 1.129], [0.305, 1.481, 0.684], [-1.068, 0.946, 2.557], [-0.179, -0.287, 2.775], [-0.431, -1.247, 1.671], [-1.597, -1.680, 1.243], [-1.424, -2.427, 0.154], [-0.133, -2.460, -0.105], [0.637, -3.052, -1.128], [1.975, -2.834, -1.105], [2.558, -2.035, -0.060], [3.907, -1.881, -0.021], [4.513, -0.866, 0.825], [4.530, 0.476, 0.167], [3.550, 1.404, -0.030], [4.150, 2.452, -0.772], [5.442, 2.083, -0.974], [5.685, 0.884, -0.415], [1.849, -1.498, 0.901], [0.539, -1.714, 0.848], [-3.293, 1.702, 0.729], [-3.901, 0.425, 0.148], [-5.271, -1.081, -1.706], [-3.644, -1.739, -1.508], [-4.102, -0.948, -3.022], [-4.331, 1.221, -1.805], [-2.149, 0.717, -2.814], [-1.686, -0.229, -1.395], [-0.650, 2.006, -1.261], [-2.246, 2.780, -1.416], [-2.101, 0.655, 2.724], [-0.790, 1.737, 3.255], [-0.399, -0.741, 3.743], [0.875, -0.009, 2.733], [0.147, -3.640, -1.886], [2.625, -3.250, -1.859], [4.401, -2.091, -0.876], [3.923, -0.827, 1.741], [5.537, -1.175, 1.047], [2.534, 1.355, 0.306], [3.678, 3.354, -1.103], [6.259, 2.563, -1.475], [-3.429, 1.752, 1.808], [-3.788, 2.579, 0.293], [-4.958, 0.367, 0.411], [-3.388, -0.441, 0.575]], "atomic_forces_ev_per_a": [[0.003, 0.292, 0.042], [0.113, -0.327, 0.049], [-0.188, 0.321, 0.066], [0.408, -0.090, -0.380], [-0.025, 0.211, -0.186], [-0.333, 0.313, 0.311], [0.451, -0.175, 0.037], [0.205, -0.141, -0.107], [-0.040, 0.133, 0.001], [0.400, -0.029, 0.131], [-0.081, 0.372, 0.759], [-0.001, -0.667, -0.890], [0.020, 0.411, 0.599], [0.558, 0.063, -0.073], [-0.469, -0.148, -0.196], [-0.723, 0.017, 0.462], [0.442, -0.262, -0.201], [0.143, 0.224, -0.130], [-0.766, 0.162, 0.310], [0.392, -0.464, 0.196], [0.539, -0.036, -0.186], [-0.483, 0.619, -0.216], [0.305, -0.375, 0.111], [1.112, 0.331, 0.033], [-1.056, -0.689, -0.702], [-0.362, -0.334, 0.272], [-0.051, 0.304, -0.142], [-0.142, -0.079, -0.003], [0.066, -0.131, 0.038], [-0.011, -0.056, -0.145], [0.014, 0.031, 0.016], [0.021, -0.032, -0.068], [0.083, -0.067, -0.002], [-0.192, 0.075, -0.004], [0.026, -0.010, 0.016], [-0.017, 0.079, 0.046], [-0.076, 0.023, -0.012], [0.068, 0.021, -0.019], [-0.090, -0.009, 0.089], [-0.006, -0.068, -0.094], [0.036, -0.065, -0.081], [-0.122, 0.019, 0.085], [0.227, 0.019, -0.042], [-0.119, 0.039, 0.095], [-0.267, -0.088, 0.147], [-0.035, 0.221, -0.099], [0.166, -0.013, -0.036], [0.017, 0.069, -0.069], [0.021, -0.032, 0.110], [-0.086, -0.030, 0.021], [-0.095, 0.047, 0.040]]}

Entry 3:
{"formula": "C30H22IrN6O3", "method": "the ωB97M-V functional and the def2-TZVPD basis", "charge": 1, "e_tot_ha": -1814.89100, "homo_energy_ev": -10.265, "symbols": ["Ir", "O", "C", "O", "C", "C", "C", "N", "C", "C", "C", "C", "C", "C", "C", "N", "C", "C", "C", "C", "C", "N", "H", "H", "H", "H", "H", "H", "H", "H", "H", "H", "C", "C", "N", "N", "C", "O", "C", "C", "C", "C", "C", "C", "C", "C", "C", "C", "C", "N", "H", "H", "H", "H", "H", "H", "H", "H", "H", "H", "H", "H"], "coordinates": [[-0.332, -0.268, -0.038], [-5.713, 3.241, 1.728], [-4.881, 3.786, 0.989], [-4.861, 4.831, 0.335], [-3.588, 2.934, 0.844], [-3.285, 1.968, 1.801], [-2.201, 1.140, 1.593], [-1.474, 1.277, 0.474], [-1.745, 2.186, -0.472], [-2.798, 3.062, -0.294], [-0.892, 2.024, -1.678], [-0.766, 2.992, -2.655], [0.065, 2.756, -3.740], [0.750, 1.556, -3.822], [0.590, 0.627, -2.811], [-0.214, 0.847, -1.770], [-1.768, -0.005, 2.431], [-2.269, -0.243, 3.698], [-1.804, -1.331, 4.420], [-0.838, -2.152, 3.862], [-0.372, -1.867, 2.593], [-0.831, -0.832, 1.888], [-3.970, 1.866, 2.634], [-3.065, 3.831, -1.008], [-1.304, 3.924, -2.552], [0.181, 3.509, -4.507], [1.409, 1.337, -4.650], [1.114, -0.320, -2.819], [-3.008, 0.428, 4.113], [-2.187, -1.527, 5.412], [-0.437, -2.999, 4.399], [0.397, -2.463, 2.118], [0.628, -4.240, -1.203], [0.007, -2.922, -0.897], [0.677, -1.886, -0.513], [2.024, -1.854, -0.315], [2.391, -0.652, 0.134], [1.583, 0.341, 0.360], [3.824, -0.425, 0.393], [4.238, 0.802, 0.909], [5.582, 1.029, 1.152], [6.514, 0.036, 0.883], [6.104, -1.188, 0.370], [4.762, -1.422, 0.125], [-1.448, -2.664, -1.034], [-2.349, -3.627, -1.452], [-3.685, -3.288, -1.620], [-4.094, -1.989, -1.382], [-3.157, -1.068, -0.945], [-1.880, -1.397, -0.758], [1.704, -4.121, -1.296], [0.231, -4.657, -2.128], [0.431, -4.956, -0.401], [3.503, 1.566, 1.118], [5.903, 1.981, 1.554], [7.563, 0.217, 1.073], [6.832, -1.960, 0.163], [4.433, -2.371, -0.273], [-2.008, -4.633, -1.650], [-4.397, -4.037, -1.942], [-5.120, -1.680, -1.516], [-3.433, -0.044, -0.722]], "atomic_forces_ev_per_a": [[-0.246, 0.055, -0.452], [0.002, 0.024, 0.024], [-0.045, 0.013, 0.136], [0.004, -0.007, -0.109], [0.023, -0.028, -0.038], [-0.008, -0.079, 0.008], [-0.001, 0.089, 0.004], [-0.100, -0.004, -0.068], [-0.012, -0.065, -0.014], [0.123, 0.109, -0.013], [-0.058, -0.021, 0.046], [-0.045, -0.014, -0.027], [0.000, 0.003, 0.005], [-0.021, -0.025, 0.004], [-0.030, -0.019, -0.060], [0.214, 0.229, 0.164], [0.021, -0.006, 0.056], [0.029, 0.001, -0.021], [-0.001, 0.012, -0.018], [0.018, -0.007, 0.020], [0.057, -0.026, -0.003], [-0.033, 0.264, -0.035], [-0.003, 0.018, -0.001], [-0.034, -0.006, 0.014], [0.002, -0.001, -0.013], [-0.004, -0.002, -0.004], [0.006, 0.004, 0.002], [0.024, 0.014, 0.010], [-0.004, -0.006, 0.008], [0.003, -0.003, 0.003], [-0.001, 0.001, 0.002], [-0.023, -0.021, 0.002], [0.026, -0.011, 0.016], [0.012, 0.049, -0.064], [0.040, -0.104, 0.042], [0.035, 0.059, 0.024], [-0.050, -0.009, -0.036], [0.043, -0.283, 0.276], [0.003, 0.014, -0.024], [-0.013, -0.015, -0.002], [-0.003, 0.003, 0.003], [0.002, 0.013, 0.005], [0.001, -0.005, 0.000], [0.001, 0.003, 0.001], [-0.002, 0.039, -0.077], [0.015, 0.029, -0.007], [-0.022, 0.022, 0.000], [0.010, -0.014, -0.008], [-0.039, -0.015, 0.078], [0.084, -0.266, 0.147], [-0.003, 0.004, 0.015], [0.006, 0.005, -0.012], [-0.019, -0.005, -0.010], [0.002, 0.003, -0.005], [0.002, 0.000, 0.000], [0.001, -0.002, 0.001], [-0.001, -0.001, -0.002], [-0.003, -0.002, -0.003], [0.011, 0.000, 0.000], [0.001, 0.004, -0.009], [-0.003, -0.007, 0.002], [0.006, -0.005, 0.019]]}

Entry 4:
{"formula": "C19H49BNO5", "method": "the ωB97M-V functional and the def2-TZVPD basis", "charge": 1, "e_tot_ha": -1208.97908, "de_lowest_ev": 0.000, "homo_energy_ev": -12.114, "symbols": ["C", "C", "C", "C", "C", "C", "C", "C", "C", "N", "B", "O", "O", "C", "H", "H", "H", "H", "H", "H", "H", "H", "H", "H", "H", "H", "H", "H", "H", "H", "H", "H", "H", "H", "H", "H", "H", "H", "H", "C", "C", "C", "O", "H", "H", "H", "H", "H", "H", "H", "H", "C", "C", "C", "O", "H", "H", "H", "H", "H", "H", "H", "H", "C", "C", "C", "O", "H", "H", "H", "H", "H", "H", "H", "H"], "coordinates": [[3.376, -1.040, 0.942], [3.973, -1.302, -0.451], [3.493, -0.324, -1.539], [2.327, -0.808, -2.404], [0.941, -0.463, -1.859], [0.385, -1.516, -0.879], [-0.674, -2.436, -1.484], [-2.032, -1.777, -1.820], [-2.436, -0.622, -0.919], [-1.966, 0.709, -1.464], [-2.603, 1.916, -0.697], [-3.074, 2.964, -1.405], [-2.709, 1.820, 0.640], [-1.438, 1.895, 1.337], [2.494, -1.659, 1.108], [3.087, 0.003, 1.037], [4.079, -1.280, 1.731], [3.684, -2.303, -0.770], [5.056, -1.274, -0.390], [4.332, -0.139, -2.207], [3.257, 0.638, -1.082], [2.408, -1.884, -2.556], [2.427, -0.358, -3.392], [1.036, 0.499, -1.338], [0.247, -0.312, -2.689], [0.026, -1.068, 0.048], [1.217, -2.149, -0.576], [-0.851, -3.245, -0.782], [-0.256, -2.882, -2.384], [-2.812, -2.527, -1.720], [-2.046, -1.465, -2.864], [-2.066, -0.709, 0.093], [-3.519, -0.554, -0.856], [-2.216, 0.757, -2.449], [-0.946, 0.769, -1.384], [-2.634, 3.059, -2.255], [-0.872, 0.973, 1.209], [-1.658, 2.038, 2.386], [-0.866, 2.755, 0.995], [1.277, -4.551, 1.985], [-0.229, -4.436, 1.803], [-0.983, -4.829, 3.062], [-0.662, -5.219, 0.688], [1.552, -5.584, 2.209], [1.800, -4.259, 1.073], [1.628, -3.921, 2.803], [-0.481, -3.405, 1.537], [-0.774, -5.870, 3.317], [-2.059, -4.733, 2.913], [-0.692, -4.207, 3.909], [-0.456, -6.140, 0.880], [-6.530, 4.320, -3.276], [-7.354, 3.221, -2.628], [-7.708, 3.550, -1.188], [-6.644, 1.978, -2.691], [-5.582, 4.436, -2.739], [-6.297, 4.068, -4.311], [-7.048, 5.278, -3.260], [-8.269, 3.064, -3.199], [-6.798, 3.669, -0.591], [-8.296, 2.746, -0.745], [-8.280, 4.475, -1.122], [-5.841, 2.102, -2.177], [6.751, 2.225, 4.101], [6.313, 1.792, 2.712], [6.122, 2.980, 1.782], [5.115, 1.012, 2.781], [5.991, 2.866, 4.556], [6.887, 1.358, 4.747], [7.688, 2.782, 4.065], [7.060, 1.119, 2.290], [5.343, 3.642, 2.171], [5.814, 2.645, 0.791], [7.041, 3.558, 1.684], [4.428, 1.571, 3.160]], "atomic_forces_ev_per_a": [[-0.118, -0.310, -0.314], [-0.547, 0.193, 0.175], [0.385, -0.344, -0.027], [-0.033, 0.375, -0.188], [-0.031, -0.045, 0.470], [0.096, -0.128, -0.355], [-0.043, 0.292, 0.277], [0.454, -0.161, 0.154], [-0.394, -0.209, -0.277], [-0.105, 0.504, 0.530], [-0.563, 0.157, 0.348], [0.569, -0.406, 0.152], [0.476, 0.121, -0.253], [-0.328, -0.043, 0.173], [-0.128, 0.051, 0.051], [0.063, 0.139, 0.186], [0.109, 0.090, 0.127], [0.277, -0.221, -0.012], [0.132, 0.016, -0.012], [0.057, 0.040, -0.088], [-0.049, 0.151, -0.013], [-0.051, -0.139, -0.048], [0.002, 0.056, -0.082], [0.009, 0.150, -0.063], [-0.046, -0.095, -0.156], [-0.058, 0.099, 0.112], [0.030, -0.034, 0.126], [-0.029, -0.223, 0.029], [-0.069, -0.140, -0.125], [-0.065, -0.118, -0.108], [-0.143, 0.149, -0.103], [0.102, -0.003, 0.126], [-0.088, 0.097, -0.029], [0.218, -0.109, -0.160], [0.107, -0.239, -0.273], [-0.417, 0.230, -0.435], [0.104, -0.083, -0.012], [-0.065, -0.065, 0.134], [0.076, 0.045, -0.077], [0.005, 0.051, -0.111], [0.118, -0.195, 0.156], [-0.097, 0.025, -0.059], [-0.018, 0.253, -0.009], [-0.007, -0.004, 0.051], [-0.006, 0.011, -0.001], [-0.003, -0.006, 0.015], [-0.027, 0.011, -0.037], [0.048, 0.003, 0.027], [0.002, 0.015, -0.007], [0.019, -0.005, 0.006], [-0.017, -0.065, -0.039], [0.072, -0.040, -0.100], [0.086, 0.169, 0.153], [-0.033, -0.085, 0.006], [-0.027, -0.062, -0.084], [-0.029, 0.062, 0.055], [-0.044, -0.004, -0.008], [-0.012, 0.000, 0.021], [0.017, -0.100, -0.042], [0.012, 0.057, -0.018], [-0.019, 0.002, -0.018], [0.007, 0.014, -0.001], [0.023, 0.021, 0.071], [-0.029, -0.099, 0.032], [-0.014, 0.195, 0.081], [-0.058, -0.068, -0.074], [0.073, -0.035, -0.089], [0.014, 0.049, -0.024], [0.016, -0.010, -0.013], [-0.001, 0.014, -0.008], [-0.018, -0.056, -0.011], [0.034, 0.027, 0.038], [0.023, -0.013, 0.002], [0.006, 0.009, 0.012], [-0.015, 0.018, 0.069]]}

Entry 5:
{"formula": "C15H18NOPdS4SbSi", "method": "the ωB97M-V functional and the def2-TZVPD basis", "charge": -2, "e_tot_ha": -2962.94438, "de_lowest_ev": 0.526, "homo_energy_ev": -1.625, "symbols": ["Pd", "S", "Sb", "S", "S", "S", "C", "N", "C", "C", "O", "H", "H", "H", "H", "H", "H", "H", "C", "C", "C", "C", "C", "C", "Si", "C", "C", "C", "C", "C", "C", "H", "H", "H", "H", "H", "H", "H", "H", "H", "H", "H"], "coordinates": [[-0.971, 0.242, -0.400], [-3.729, -0.299, 2.652], [-3.280, -0.437, 0.415], [0.506, -1.557, 0.109], [-2.824, 1.702, -0.562], [-4.760, -1.655, -0.776], [-2.020, 2.949, 3.110], [-0.847, 2.378, 2.486], [-0.288, 1.155, 3.031], [-0.354, 2.893, 1.347], [0.577, 2.420, 0.714], [-1.773, 3.451, 4.054], [-2.750, 2.156, 3.287], [-2.473, 3.668, 2.428], [0.454, 1.378, 3.807], [0.196, 0.598, 2.230], [-1.098, 0.551, 3.438], [-0.892, 3.796, 1.020], [-3.534, -2.279, -4.522], [-2.818, -3.339, -3.982], [-1.693, -3.088, -3.208], [-1.250, -1.787, -2.953], [-1.983, -0.741, -3.511], [-3.112, -0.980, -4.281], [0.353, -1.583, -1.967], [1.279, -0.157, -2.829], [1.100, 1.180, -2.464], [1.717, 2.215, -3.154], [2.538, 1.936, -4.239], [2.731, 0.617, -4.624], [2.108, -0.409, -3.925], [-4.429, -2.464, -5.104], [-3.144, -4.360, -4.147], [-1.145, -3.925, -2.788], [-1.681, 0.285, -3.329], [-3.680, -0.142, -4.667], [1.024, -2.830, -2.508], [0.485, 1.459, -1.607], [1.557, 3.238, -2.834], [3.026, 2.742, -4.778], [3.364, 0.388, -5.475], [2.266, -1.436, -4.240]], "atomic_forces_ev_per_a": [[-0.469, -0.240, 0.656], [0.110, -0.193, 0.107], [-0.142, 0.835, -0.210], [-0.229, 0.079, -0.303], [-0.012, -0.059, -0.001], [0.057, -0.309, -0.084], [0.004, -0.056, -0.020], [0.048, 0.207, 0.005], [-0.008, 0.005, -0.006], [-0.143, -0.266, 0.019], [0.303, 0.281, -0.055], [0.013, -0.025, 0.013], [-0.015, 0.025, -0.007], [0.006, 0.018, 0.007], [-0.019, -0.017, 0.030], [0.012, 0.006, 0.005], [0.011, -0.016, -0.012], [-0.007, -0.009, -0.008], [0.045, -0.017, 0.035], [-0.027, 0.060, 0.006], [-0.028, -0.015, -0.004], [-0.157, -0.171, 0.039], [0.039, 0.118, 0.001], [-0.014, 0.002, -0.014], [0.381, -0.372, -0.249], [-0.079, 0.057, -0.068], [0.052, 0.021, 0.096], [0.026, -0.027, -0.038], [-0.020, 0.027, 0.024], [0.017, -0.018, -0.020], [-0.017, -0.037, -0.006], [-0.002, -0.001, -0.002], [-0.013, 0.001, 0.006], [0.012, 0.004, -0.002], [-0.034, -0.022, 0.047], [0.000, -0.007, -0.013], [0.215, 0.176, 0.078], [0.089, -0.032, -0.058], [0.001, 0.003, 0.004], [-0.007, -0.001, -0.008], [0.014, -0.007, 0.013], [-0.013, -0.005, -0.001]]}